{"formula": "C31H75N2O21P5S3", "method": "ωB97M-V with the def2-TZVPD basis set", "elements": ["C", "C", "N", "C", "C", "C", "S", "S", "C", "C", "C", "N", "C", "C", "O", "C", "C", "C", "C", "C", "C", "C", "O", "C", "C", "O", "P", "O", "O", "S", "H", "H", "H", "H", "H", "H", "H", "H", "H", "H", "H", "H", "H", "H", "H", "H", "H", "H", "H", "H", "H", "H", "H", "H", "H", "H", "H", "H", "H", "H", "H", "H", "H", "H", "H", "H", "H", "H", "H", "C", "O", "P", "O", "O", "C", "O", "C", "H", "H", "H", "H", "H", "H", "H", "H", "H", "C", "O", "P", "O", "O", "C", "O", "C", "H", "H", "H", "H", "H", "H", "H", "H", "H", "C", "O", "P", "O", "O", "C", "O", "C", "H", "H", "H", "H", "H", "H", "H", "H", "H", "C", "O", "P", "O", "O", "C", "O", "C", "H", "H", "H", "H", "H", "H", "H", "H", "H"], "coordinates": [[10.79979, 0.03433, 0.74346], [9.20868, 0.19752, 0.82658], [8.43842, -1.07934, 0.78518], [7.88835, -1.49903, 2.09880], [8.91612, -1.53462, 3.32438], [9.10471, -2.14718, 0.05413], [10.04305, -3.37225, 0.67837], [8.83978, -2.16628, -1.80626], [7.23768, -3.07633, -2.16017], [7.28284, -4.50296, -1.44434], [5.97119, -5.39780, -1.64624], [5.12126, -5.28169, -0.41748], [3.65404, -5.36654, -0.71912], [2.92767, -5.85144, 0.62749], [1.78927, -5.06352, 1.00637], [0.53936, -5.71398, 0.68376], [-0.42529, -5.93980, 1.93580], [-0.46604, -4.71379, 2.96259], [-0.41976, -3.26966, 2.26264], [-1.58745, -2.27236, 2.80220], [-2.65287, -2.13772, 1.60690], [-2.17163, -1.22728, 0.39232], [-1.46541, -0.01764, 0.79880], [-1.60379, 0.96733, -0.20468], [-1.31729, 0.75448, -1.75412], [-1.93704, 2.10951, 0.16483], [2.94042, -3.78990, -1.46639], [2.79477, -2.55975, -0.28301], [3.95119, -3.10095, -2.68519], [1.20196, -4.06029, -2.35161], [11.20230, -0.09294, -0.31120], [11.20533, -0.84928, 1.34956], [11.26632, 0.96677, 1.22582], [8.93173, 0.79149, 1.75445], [8.90282, 0.80070, -0.10278], [7.42548, -2.53910, 1.97186], [7.00532, -0.79600, 2.32268], [8.45678, -1.04149, 4.24149], [9.95490, -1.14405, 3.10277], [9.05186, -2.64205, 3.60557], [7.11557, -3.16258, -3.29578], [6.33005, -2.50558, -1.78509], [8.24429, -5.03349, -1.75455], [7.37993, -4.30678, -0.32318], [6.33789, -6.49144, -1.67996], [5.42196, -5.22551, -2.62278], [5.31917, -6.13780, 0.13240], [3.53349, -6.19153, -1.51762], [3.69071, -5.75398, 1.48442], [2.70183, -6.97802, 0.56611], [0.63927, -6.70335, 0.13538], [-0.02030, -5.00287, -0.02682], [-0.00656, -6.84018, 2.52205], [-1.48163, -6.27014, 1.62466], [0.30946, -4.82438, 3.80261], [-1.48166, -4.77524, 3.50210], [-0.53219, -3.29418, 1.13358], [0.55931, -2.77573, 2.60524], [-2.14290, -2.71693, 3.70261], [-1.17524, -1.26987, 3.13740], [-2.82469, -3.19521, 1.20857], [-3.64321, -1.75524, 2.01217], [-3.04940, -0.98152, -0.28596], [-1.42889, -1.82800, -0.25347], [-1.79012, 1.64696, -2.30067], [-0.20366, 0.80048, -2.02229], [-1.82828, -0.16978, -2.19521], [1.98586, -2.04920, -0.50960], [3.89145, -3.77236, -3.40822], [-4.99783, 6.17332, 1.84702], [-5.18311, 5.56169, 3.11635], [-3.99535, 5.62008, 4.18544], [-3.13832, 6.82732, 4.12305], [-3.21776, 4.23583, 3.98345], [-2.56085, 4.01914, 2.73961], [-4.77169, 5.40550, 5.56076], [-4.03582, 5.53031, 6.77019], [-5.91860, 6.69411, 1.57656], [-4.17901, 6.89494, 1.84919], [-4.79851, 5.40319, 1.09953], [-2.18046, 4.95398, 2.31986], [-3.25821, 3.55901, 2.03808], [-1.72308, 3.33975, 2.89584], [-4.68706, 5.97979, 7.52234], [-3.15670, 6.16658, 6.64854], [-3.72715, 4.54207, 7.11445], [-5.39245, -2.43640, -1.44588], [-4.55123, -3.51759, -1.82159], [-4.01288, -3.59543, -3.32656], [-3.79337, -2.29195, -3.99408], [-5.05264, -4.56417, -4.06750], [-6.39449, -4.11877, -4.20043], [-2.71805, -4.50720, -3.16895], [-1.88477, -4.69401, -4.30728], [-5.08903, -2.09010, -0.45554], [-5.32714, -1.59792, -2.14185], [-6.42638, -2.78276, -1.39361], [-6.44671, -3.03293, -4.31431], [-6.96556, -4.42362, -3.32097], [-6.83443, -4.58450, -5.08286], [-0.85025, -4.74146, -3.96620], [-1.97661, -3.87236, -5.02026], [-2.14061, -5.63429, -4.79830], [-7.60184, 9.20845, 6.32395], [-6.59209, 9.91071, 7.03384], [-5.63560, 10.91212, 6.23200], [-6.25108, 11.58802, 5.06757], [-4.33995, 10.03490, 5.89412], [-4.50063, 8.92624, 5.01373], [-5.12468, 11.88042, 7.39056], [-4.33805, 13.00360, 7.02264], [-8.51236, 9.20917, 6.92673], [-7.82474, 9.66564, 5.35832], [-7.28452, 8.17503, 6.16983], [-5.27298, 9.12143, 4.26368], [-4.76753, 8.04203, 5.59361], [-3.56101, 8.73981, 4.50523], [-4.59035, 13.83101, 7.68847], [-4.52989, 13.31586, 5.99411], [-3.27998, 12.76417, 7.14094], [-2.29607, -1.40287, -7.18247], [-1.75326, -1.02217, -8.44013], [-0.16608, -1.02489, -8.63070], [0.57018, -2.04169, -7.84654], [0.26983, 0.49108, -8.34447], [0.07936, 0.99785, -7.03197], [-0.02279, -1.14856, -10.21270], [1.27952, -1.31512, -10.75421], [-3.16996, -2.03283, -7.35887], [-1.58307, -1.96189, -6.57423], [-2.61228, -0.51086, -6.63898], [0.20561, 0.21602, -6.27858], [-0.92165, 1.42686, -6.95169], [0.81335, 1.78314, -6.84764], [1.20782, -1.97436, -11.62116], [1.96595, -1.76412, -10.03351], [1.66858, -0.34788, -11.07643]], "forces_ev_per_a": [[0.4241, 0.2440, 0.9658], [0.7435, 0.8917, -1.4090], [1.0143, -1.6984, 0.0122], [-0.4434, -0.1913, 0.6924], [-0.4436, -1.2442, 0.4938], [-0.6255, -0.4092, 0.1742], [-1.2009, 1.3882, -0.4537], [-0.1271, 0.2292, 0.2420], [-0.9540, -0.6698, 0.9421], [0.0644, 0.5077, -0.1608], [1.6945, -1.0139, 0.2547], [-0.9372, -0.4784, -0.7703], [0.9677, -1.0789, 0.2190], [0.6858, 0.0266, 0.8115], [0.0227, -2.0914, -0.5552], [-2.5078, 0.6677, -0.5290], [1.1870, -0.7353, 1.0060], [-1.1974, 0.0357, -0.1214], [0.1342, 0.9716, 1.7583], [-0.3376, -0.6950, -0.6924], [0.1281, 0.5304, 0.5347], [0.5331, -1.8581, -0.7637], [-1.1293, 0.5396, -2.0232], [-0.4918, 3.0667, 0.9065], [-0.5569, 0.0774, -0.4298], [1.1157, -3.3239, -0.9217], [-1.4525, 2.5514, -0.4591], [0.7883, -1.9374, -2.1117], [-0.8193, -1.9850, 2.0165], [0.8423, -0.2034, 0.5509], [-0.7162, 0.2465, 1.2423], [-0.7817, 1.2070, -0.8322], [-0.6069, -1.2262, -0.9375], [0.1890, -0.9621, -1.1699], [0.3473, -0.6628, 1.4543], [0.6874, 1.5091, 0.0760], [1.4087, -0.8861, -0.3131], [0.7452, -0.3815, -1.2113], [-1.4494, -0.2235, 0.2195], [-0.0338, 1.6761, -0.3628], [0.6103, 0.2137, 1.5703], [1.2324, -0.5487, -0.4319], [-1.3801, 0.5604, 0.2465], [-0.1874, -0.3799, -1.5035], [-0.5200, 1.5116, -0.2701], [0.6126, 0.0785, 1.3173], [-0.1245, 0.9434, -0.2523], [-0.4268, 1.4586, 0.7796], [-0.9749, 0.1206, -1.3465], [0.0805, 1.6872, -0.1344], [0.2744, 1.2035, 0.6281], [0.9354, -1.1506, 0.8643], [-0.6475, 1.2032, -0.7811], [1.6204, 0.7650, 0.0631], [-0.9231, 0.2574, -1.5412], [1.4522, -0.0362, -0.7169], [0.5591, -0.1707, 1.4524], [-1.2024, -0.8149, -1.1275], [0.8867, 0.5297, -1.2619], [-0.5348, -1.1652, -0.6408], [0.1036, 1.4481, 0.3292], [1.1613, -0.3358, -0.5280], [0.9522, -0.1798, 0.9542], [-1.1390, 0.7004, 0.8740], [0.6598, -1.2483, 1.1176], [-1.5539, -0.4188, 0.7177], [1.0373, 1.0617, 0.7563], [0.5470, -0.5552, 0.0281], [-0.0341, 0.8675, 0.4322], [-0.1084, 0.3205, -0.6879], [0.3418, 0.0724, 0.9796], [0.3634, -0.1162, -0.0981], [-0.3266, -1.5025, -0.3756], [-0.4100, 0.6034, 0.7837], [0.2095, -0.1353, -0.5753], [0.0319, 0.0237, -1.2087], [0.3147, 0.0255, 0.6913], [0.0607, -0.0923, 0.1148], [-0.0284, -0.0623, 0.1287], [0.0025, 0.0197, 0.0645], [0.0120, -0.0301, 0.0653], [0.0995, -0.0016, 0.0157], [-0.1622, 0.0577, 0.0761], [-0.0137, -0.0547, -0.1681], [-0.0686, -0.0264, -0.0758], [-0.0007, 0.0359, -0.0679], [-0.3702, 0.4835, 0.3514], [0.6344, -0.2163, -0.6537], [0.4372, 0.0177, -0.1480], [-0.3429, -0.6818, 0.4327], [0.7721, 0.1445, 0.0843], [-0.4852, 0.1394, -0.0181], [-1.1867, 0.5459, 0.4550], [0.5422, -0.1931, -0.5767], [-0.0030, -0.1285, -0.0806], [0.0909, -0.1037, -0.0383], [0.0553, 0.0063, 0.0012], [0.0224, -0.0459, -0.0374], [0.0000, 0.0277, -0.0248], [0.1680, -0.0010, 0.0733], [-0.1838, 0.0039, 0.0369], [-0.0560, -0.0130, 0.1067], [-0.0572, 0.0595, 0.0358], [-0.5761, -0.3706, -0.1812], [0.5393, 0.7525, -0.0362], [0.0767, 0.1611, -0.3082], [0.3315, -0.5806, 0.6974], [-0.4338, 0.9762, 0.4717], [-0.0627, 0.0107, -0.2754], [-0.5343, -0.9624, -0.3293], [0.3968, 0.5639, -0.0982], [0.1464, 0.0441, 0.0046], [0.1008, 0.0784, 0.0835], [0.0136, 0.0473, 0.0044], [-0.0053, 0.0386, 0.0256], [0.0082, 0.0966, -0.0088], [-0.1730, 0.2630, 0.2697], [-0.0400, -0.1741, -0.0169], [-0.0485, -0.0868, 0.0518], [-0.0502, -0.0319, -0.0298], [-0.4842, -0.2361, 0.5992], [0.9139, -0.0294, -0.5900], [0.0703, -0.4021, 0.0377], [-0.5119, 0.7679, -0.3487], [0.1426, -0.5353, -0.5440], [-0.1008, 0.1826, 0.4537], [-0.6223, 0.2409, 0.9938], [0.6244, -0.0749, -0.3569], [0.1033, 0.1008, -0.0494], [0.0481, 0.0544, -0.1302], [0.0108, -0.0639, -0.0221], [0.0347, 0.0223, -0.0410], [0.0204, -0.0238, 0.0237], [-0.0245, -0.1130, -0.1420], [-0.1146, 0.0843, 0.1184], [-0.1102, 0.0223, 0.0192], [-0.0319, -0.0228, 0.0524]], "mulliken_charge": [-0.88, -0.63, 0.15, -0.50, -0.79, -0.13, -0.09, -0.21, -0.42, -0.51, -0.39, -0.38, 0.21, -0.90, -0.26, -0.38, -0.77, -0.64, 0.31, -0.77, -0.70, -0.08, -0.32, 0.69, -0.63, -0.56, 0.61, -0.52, -0.53, -0.36, 0.30, 0.23, 0.29, 0.41, 0.30, 0.21, 0.41, 0.27, 0.23, 0.29, 0.35, 0.22, 0.36, 0.03, 0.32, 0.27, 0.26, 0.35, 0.35, 0.30, 0.52, 0.09, 0.29, 0.30, 0.29, 0.32, -0.36, 0.25, 0.32, 0.32, 0.20, 0.46, 0.33, 0.03, 0.30, 0.24, 0.09, 0.24, 0.34, -0.72, -0.33, 1.10, -0.59, -0.43, -0.61, -0.34, -0.80, 0.26, 0.36, 0.28, 0.35, 0.24, 0.30, 0.26, 0.40, 0.27, -0.71, -0.30, 1.24, -0.59, -0.39, -0.70, -0.30, 0.00, 0.14, 0.40, 0.29, 0.34, 0.23, 0.27, -0.12, -0.03, 0.27, -0.65, -0.30, 1.08, -0.67, -0.37, -0.69, -0.33, -0.69, 0.25, 0.36, 0.20, 0.40, 0.19, 0.42, 0.23, 0.34, 0.26, -0.58, -0.35, 1.02, -0.64, -0.35, -0.63, -0.34, -0.68, 0.32, 0.22, 0.29, 0.31, 0.24, 0.30, 0.23, 0.33, 0.26], "total_charge": 0, "homo_ev": -8.21, "homo_lumo_gap_ev": 7.61, "multiplicity": 1, "e_lumo_ev": -0.5978, "largest_force_ha_per_bohr": 0.070}